A 17-piece molecular cluster, C67H127F3O28S7 overall at a distorted geometry, computed with ωB97M-V/def2-TZVPD.

Structure (XYZ):
```
232
Properties=species:S:1:pos:R:3:forces:R:3:lowdin_spin:R:1
C -4.85224 2.35001 -2.13893 -0.5 0.5 0.3 0.000
C -1.96164 4.02638 2.90233 -1.9 0.0 -0.1 0.000
C -8.44247 -0.23765 2.27804 0.5 1.7 -0.1 0.000
H -6.22651 -1.00699 4.06909 0.1 0.1 -1.1 0.000
C 5.71947 4.11701 -1.15768 -0.1 -0.5 -1.8 0.000
C -8.55195 -1.50901 1.89573 0.6 -3.2 -1.0 0.000
H -5.30320 -5.23332 -5.81016 0.0 -0.2 0.1 0.004
C -3.44548 -2.78854 3.21802 -1.0 0.9 0.0 0.000
O 3.32743 -2.74793 6.29985 -0.1 1.2 -2.2 0.000
H -0.44771 -1.39134 8.84670 0.0 -0.5 -0.4 0.000
H -4.64830 -7.27465 -2.03866 -0.2 0.0 0.3 0.000
H 4.75763 -4.37109 -0.21647 -0.2 0.4 -0.5 0.000
H 1.06012 0.75396 -6.25972 0.1 -0.7 0.6 0.000
C 5.64241 5.98502 -2.64452 -0.6 -1.5 -0.4 0.000
H -5.59078 0.60022 0.59529 0.1 0.0 -0.2 0.000
C 1.89813 2.97195 2.09260 0.3 -0.4 -0.1 0.000
C -4.93946 -2.79096 3.66595 -0.5 -0.5 0.1 0.000
C -5.20612 -1.37850 4.16331 0.4 0.5 0.5 0.000
C -0.16301 5.55914 -2.87270 1.4 0.7 0.6 0.000
O -2.22759 -1.85793 -0.78019 -0.1 0.9 -0.1 0.000
O 5.16300 0.26024 1.96801 -2.5 0.3 0.0 0.000
H 8.47331 0.29772 2.83358 -0.1 -0.1 -0.5 0.000
H -9.24479 -2.20765 2.34102 -0.4 0.2 0.0 0.000
H -2.29558 1.13760 7.55454 -0.1 0.0 -0.1 0.000
H -0.44303 -3.46325 2.47840 0.0 -0.3 0.2 0.000
H -3.83758 0.36975 4.09382 0.6 -0.4 0.6 0.000
H -3.97377 -8.84930 -1.61833 0.0 0.1 0.2 0.000
O 3.25652 -0.37277 5.74107 -0.2 -2.5 -0.4 0.000
F 1.00985 6.11564 3.63455 -0.1 0.4 0.2 0.000
C -2.73031 -7.61288 -2.81246 1.4 -0.2 -1.5 0.000
O 9.00765 2.02649 -3.41112 -2.3 -3.1 -1.0 0.000
H 3.81802 0.57667 4.02686 -0.1 0.3 -0.2 0.000
H 3.88131 5.29428 -3.70914 0.1 -0.3 -0.2 0.000
C 3.38374 1.96709 5.68729 0.2 -0.2 -0.4 0.000
H 1.26585 6.91901 -1.91775 0.1 -0.5 0.1 0.000
H -1.72913 0.27390 -4.91015 0.2 0.4 0.4 0.000
H -3.74349 0.75941 -3.11904 0.0 -0.2 -0.2 0.000
F -5.65479 -1.86529 -0.28757 0.3 -0.3 -0.6 0.000
S 4.16319 -0.11142 0.72488 1.8 -2.4 0.2 0.000
H -5.11992 -4.24910 -0.50439 0.1 0.0 0.0 0.000
H 4.00671 1.32201 -3.86782 0.3 0.4 0.1 0.000
H -3.95555 -5.02158 -1.62440 0.0 0.0 0.0 0.000
H 2.22978 4.96750 -0.57557 0.0 0.2 0.0 0.000
H 1.05619 -2.19680 -1.20915 0.2 0.2 -0.4 0.000
H -0.56925 0.43254 1.43514 -0.4 0.0 0.1 0.000
H 4.81722 0.22005 -2.77598 0.0 -0.1 -0.1 0.000
H 1.35273 3.54246 4.08275 -0.1 0.2 0.2 0.000
C 6.53633 0.18080 1.79537 3.3 -0.3 -0.4 0.000
H 1.53284 6.59090 1.05026 0.0 0.3 0.4 0.000
H 1.72827 -4.16570 -3.49363 0.1 -0.2 -0.1 0.000
C 2.05064 4.66745 0.44633 -0.2 0.2 0.1 0.000
H -2.85362 -5.51371 -5.93469 0.0 0.1 -0.4 -0.002
H -2.31482 -2.30389 -3.22539 0.2 0.4 -0.1 0.006
H 5.45390 7.02817 -2.39075 0.3 0.0 0.4 0.000
H 3.76323 -0.30988 -4.09170 0.5 -0.6 -0.3 0.000
C 1.70001 -1.99765 4.20400 0.5 0.7 0.4 0.000
H -4.16170 -0.19318 2.55612 -0.4 -0.5 -0.5 0.000
H -3.46353 4.95085 -3.28932 0.3 -0.1 -0.4 0.000
H 2.58191 2.69642 0.04554 -0.3 -0.6 0.1 0.000
C -6.59818 -1.30922 0.48552 -1.0 0.5 1.5 0.000
O -3.01145 4.64974 3.67208 0.5 1.2 1.8 0.000
C 1.56018 3.89801 3.08428 -0.4 -0.7 0.0 0.000
C -0.63092 1.14106 -7.37210 -2.0 1.6 -1.8 0.000
H 0.05121 1.93654 -5.50838 -0.2 0.1 0.0 0.000
H -2.93351 1.76675 5.98007 -0.3 -0.2 0.2 0.000
H 6.85524 0.93444 1.07536 0.0 0.1 0.0 0.000
H -5.19345 -3.49323 4.45994 0.5 -0.2 0.1 0.000
H -1.40586 1.88979 -7.20790 -0.6 -0.1 -0.4 0.000
C -0.10436 -3.95319 1.56552 0.9 -1.6 -0.5 0.000
H -1.91721 -8.33569 -2.74523 0.1 0.1 0.1 0.000
C -4.20584 3.48117 2.17966 -1.0 0.4 -0.5 0.000
O 4.58775 0.61371 -0.48665 -1.3 -0.9 2.3 0.000
H -4.82920 -1.96903 -3.10411 0.4 -0.1 0.5 -0.003
O 4.26915 -5.27409 -3.68447 1.3 2.1 2.5 0.000
H -0.15088 0.87903 8.52218 -0.3 0.5 -0.5 0.000
H -2.17366 -0.28912 -8.19293 -0.2 0.3 0.3 0.000
H -0.00531 1.56819 -8.15585 0.1 -0.2 0.0 0.000
H 1.39300 -5.75362 3.27415 0.2 0.9 0.1 0.000
C -4.36969 -2.76574 -3.67023 1.7 0.2 -1.0 0.005
C 2.09153 -3.35795 -2.85826 -2.2 0.1 -0.6 0.000
H -4.92669 1.61116 -4.17170 -0.2 -0.3 0.3 0.000
H 5.65933 -2.00446 0.13125 -0.1 0.2 0.2 0.000
H 3.11313 -4.52910 1.95853 0.0 1.2 -0.2 0.000
O -0.55786 4.99724 -1.64876 0.1 -2.6 0.2 0.000
C 1.39447 5.22142 2.73637 0.9 -0.9 -1.8 0.000
C -3.19842 2.75248 -3.81533 1.5 0.6 0.9 0.000
H 1.21460 -1.81326 8.28793 -0.2 0.0 -0.3 0.000
C 5.77616 0.41819 -4.73188 -1.4 -2.1 -0.1 0.000
C -3.45988 3.95264 -2.85153 -0.3 0.4 -1.3 0.000
O 1.26046 -3.55532 1.30906 0.5 0.9 0.0 0.000
H -5.84618 1.96646 -1.90856 -0.7 0.6 -0.9 0.000
C -6.44032 0.00874 0.90323 -0.2 0.6 0.0 0.000
S -1.86818 -0.53697 -0.30533 1.3 1.9 1.6 0.000
C -0.39095 1.42061 -1.21462 1.4 0.8 -1.0 0.000
H 2.37785 -2.58638 -3.57296 0.9 0.3 0.5 0.000
C 7.40870 0.31549 3.06680 -0.9 1.0 0.3 0.000
H 4.40560 1.95290 6.06636 0.1 -0.1 -0.3 0.000
H -1.25254 4.80218 2.61350 0.0 -0.2 -0.4 0.000
H -0.50369 8.06844 -0.74146 -0.1 0.0 0.0 0.000
H -2.18771 5.90204 -0.81215 -0.3 -0.6 0.4 0.000
O 6.40131 5.23793 -1.71415 1.2 0.5 1.6 0.000
C -0.79167 7.28592 -1.44347 0.2 0.7 0.2 0.000
C -4.02458 -0.56792 3.57046 -0.5 -0.3 0.1 0.000
H 7.22911 1.30418 3.48910 0.0 0.0 0.4 0.000
C -4.21989 4.84206 2.98310 0.5 -2.5 -0.9 0.000
H -3.32498 2.89815 -4.88811 0.5 0.6 0.2 0.000
H -5.17236 -1.37880 5.25278 0.8 0.1 0.2 0.000
C 4.34355 5.18781 -2.72776 -0.7 0.1 -0.4 0.000
H -2.84306 -3.57740 3.66846 0.0 0.1 -0.1 0.000
C -2.76740 3.32904 1.74350 1.1 1.3 0.1 0.000
C 0.01578 1.00871 -6.07931 1.2 0.1 1.6 0.000
H 1.78385 -1.47720 3.24996 0.4 -0.1 -0.1 0.000
H -0.94767 5.61460 -3.62723 -0.3 -0.1 0.0 0.000
H -2.76277 3.99529 -2.01467 0.2 -0.4 0.1 0.000
O -2.91884 -1.50144 3.59094 -0.4 0.5 0.7 0.000
O -0.74736 0.02759 -1.37316 -1.7 -0.5 0.5 0.000
H -5.65932 -3.05877 2.89253 0.4 0.1 -0.5 0.000
H -2.68468 -0.04399 6.21789 -0.1 0.2 0.0 0.000
H 3.95121 3.10536 -1.98096 -0.2 0.1 -0.1 0.000
H 0.70108 5.00481 -3.23899 -0.2 -0.3 -0.2 0.000
S 4.53886 -4.24961 -2.64587 -1.6 1.0 -0.7 0.000
H 6.91131 -0.77175 1.42100 -0.8 -0.4 -0.5 0.000
C 0.51152 0.26162 7.91544 1.0 -0.3 3.6 0.000
H 0.91753 2.83343 -2.16642 -0.4 0.2 -0.1 0.000
S -0.64983 1.18448 5.77547 -2.3 0.2 0.0 0.000
H 0.48418 -3.80969 -1.55988 0.1 -0.1 0.5 0.000
H 2.76723 2.07500 6.57969 -0.4 -0.4 -0.2 0.000
C -1.09851 5.93399 -0.78542 -1.6 2.1 -0.3 0.000
H 1.36059 -3.01803 4.02590 0.4 0.0 0.3 0.000
H 7.01077 1.11381 -1.66943 -0.3 -0.4 0.5 0.000
C 0.87426 -2.90192 -2.02020 0.2 -1.2 0.0 0.000
H -4.24710 5.75432 2.38715 0.4 -0.1 -0.7 0.000
H -5.11102 4.95232 3.60102 0.4 -0.4 0.7 0.000
O -0.13522 2.47765 6.18085 0.0 -1.4 -0.4 0.000
C -2.38369 0.97002 6.48110 1.9 0.5 -1.0 0.000
H -1.58437 7.65273 -2.09553 -0.6 0.0 0.5 0.000
H -4.46832 2.57652 2.72814 -0.4 0.4 0.8 0.000
H 5.22444 4.27385 -0.19933 -0.5 0.7 -0.1 0.000
S -4.26822 -6.29489 0.36273 0.2 -0.5 1.0 0.000
C 4.68013 -1.91488 0.60161 -0.8 1.0 -0.9 0.000
S 8.16027 0.82450 -3.63249 -0.6 0.5 1.3 0.000
C 5.26139 -4.82295 -1.07096 -0.6 -0.9 0.0 0.000
H 6.12885 -0.61293 -4.75465 0.7 0.1 0.0 0.000
H -1.47235 3.32590 3.57909 0.1 0.0 -0.1 0.000
C -7.64441 -2.07503 0.97873 0.6 0.3 -0.4 0.000
H 3.95319 -2.36750 -0.07279 -0.1 0.1 -0.1 0.000
C 0.01212 -5.49780 1.61947 -0.7 0.2 1.6 0.000
H -0.14067 -0.61843 -4.73042 -0.5 -0.3 0.4 0.000
C -4.65574 -4.56679 -5.25976 1.6 -0.9 -0.8 0.134
C 0.57974 -1.04617 8.73135 -0.5 -0.4 -0.3 0.000
C 2.16986 -4.65101 1.42608 -1.0 -1.7 0.7 0.000
H 0.43222 1.53233 -3.28716 -0.2 0.0 0.1 0.000
C 3.08987 0.70052 4.82846 0.5 1.7 0.8 0.000
O -0.70217 0.85283 4.34165 0.7 0.0 2.6 0.000
H 4.99872 -5.87697 -0.98070 0.3 -0.1 -0.2 0.000
H -3.36612 -4.06923 -0.22565 0.0 -0.3 0.1 0.000
H 0.02937 -2.61796 -2.64759 0.3 0.6 -0.2 0.000
H 5.22430 3.27672 -3.18841 0.4 -0.1 0.3 0.000
H 2.33167 -5.09227 0.44262 0.4 0.3 -0.3 0.000
O -1.19346 -0.93376 -6.45614 -0.3 -1.1 -0.7 0.012
H 0.98437 -1.41714 4.78620 0.0 -0.3 0.3 0.000
C -3.28308 -4.67388 -5.40871 -1.0 -0.9 -0.8 0.028
O -4.76729 3.75286 -2.44467 -1.9 -0.6 1.1 0.000
C -3.73401 -7.79448 -1.75241 -0.6 0.6 0.9 0.000
H -1.23541 2.09258 -1.36772 -0.2 -0.3 0.1 0.000
C 4.55970 0.38380 -3.82239 -0.7 1.0 0.3 0.000
O -3.21853 -7.24608 -0.47071 -1.3 0.3 -0.2 0.000
C -2.96781 -2.85396 -3.88678 -1.7 1.7 2.1 0.203
O -5.63955 -6.80355 0.17068 2.5 0.9 0.5 0.000
O 2.80995 -0.15866 1.26715 1.7 1.1 -0.9 0.000
H 1.69945 -6.75151 1.97050 0.3 0.0 -0.4 0.000
H 8.44587 0.06405 -1.41096 -0.2 -0.2 0.1 0.000
H -4.91764 3.52012 1.35509 0.1 0.0 -0.4 0.000
H -0.77293 5.89889 0.25423 0.4 -0.6 -0.2 0.000
O 0.02250 -0.01811 6.64862 -0.1 0.4 -2.6 0.000
H 3.62347 5.63654 -2.04348 0.0 -0.2 0.3 0.000
H 0.90199 -0.99074 9.77115 0.3 0.9 -0.1 0.000
H 6.17754 5.92414 -3.59217 0.1 0.3 -0.1 0.000
H 6.42638 3.32452 -0.91204 0.4 0.1 -0.4 0.000
C -5.19990 -3.59281 -4.40844 -0.2 1.3 0.2 0.251
O -3.63600 -6.15096 1.68864 -1.6 -0.2 -2.8 0.000
H 0.39190 7.64714 -3.20670 -0.1 0.0 -0.1 0.000
C 1.38595 -5.72972 2.18443 0.2 -0.6 -0.2 0.000
C 0.69953 1.76933 -2.25737 0.0 0.0 0.5 0.000
H -0.78921 -3.66963 0.76634 0.3 0.4 -0.3 0.000
O 3.06529 -3.88286 -1.98531 1.5 -0.3 0.2 0.000
C 2.16529 3.34820 0.79920 0.5 0.1 -0.5 0.000
H -2.27720 -6.62859 -2.93058 0.0 0.3 0.7 0.000
H 6.92631 -0.68564 -2.13625 0.1 0.2 0.0 0.000
H -7.49909 1.55829 2.11856 1.0 0.4 -0.4 0.000
H -2.19417 2.45303 -3.51550 0.3 -0.3 -0.8 0.000
H 7.25794 -0.44522 3.83276 -0.4 0.0 -0.2 0.000
H -2.39757 2.31882 1.56803 -0.3 0.1 -0.1 0.000
H -1.31470 -1.13325 1.96550 -0.2 0.2 0.0 0.000
H 0.12631 -1.07615 0.90106 -0.1 -0.2 -0.1 0.000
H -6.25987 -3.38667 -4.38881 -0.2 -0.3 0.1 0.010
H -2.68401 3.94828 0.85037 0.5 -0.2 -0.3 0.000
S 3.31435 -1.90526 5.10064 -0.3 0.2 1.3 0.000
C -4.14811 -4.73519 -0.59048 -0.3 -0.6 0.5 0.000
O 6.72704 1.33818 -4.28135 1.9 1.0 0.6 0.000
O -2.84616 0.50788 0.02686 0.8 -1.9 -1.4 0.000
H 2.00004 1.90688 2.23970 -0.1 0.0 0.8 0.000
H -7.68542 -3.10509 0.65670 -0.2 -0.2 0.2 0.000
C -0.81569 -0.59320 1.16086 0.2 -0.5 -0.6 0.000
H -3.15427 -7.75543 -3.80646 -0.4 -0.4 0.0 0.000
F -1.11205 -3.98241 -4.86303 -2.0 0.8 0.0 0.105
H -4.46514 2.21891 -1.12845 1.4 -0.4 -0.2 0.000
C 0.28854 6.92098 -2.40041 1.1 1.1 -1.1 0.000
H 5.46357 0.61522 -5.75734 0.3 0.5 0.0 0.000
C -7.39893 0.55100 1.74210 -1.4 -0.4 1.0 0.000
H -0.01934 -6.00839 0.65697 -0.6 0.4 -0.1 0.000
C 7.53035 0.20890 -1.98450 1.1 1.6 -1.5 0.000
H 1.48928 0.73932 7.97780 0.0 0.1 -0.8 0.000
H -0.50381 -0.64578 -8.46195 0.2 -0.8 0.4 0.000
C 4.75880 3.75166 -2.32478 -0.4 0.9 0.8 0.000
H 3.23856 2.88395 5.11599 0.1 -0.1 -0.2 0.000
C -2.43130 -3.76175 -4.79751 1.4 -1.9 0.1 0.246
H 2.06984 0.75490 4.44809 -0.1 -0.2 -0.1 0.000
C 1.66033 5.57664 1.39871 -0.5 1.2 0.5 0.000
H -3.39969 -2.79440 2.12900 0.1 -0.6 -0.2 0.000
C -4.19223 1.71957 -3.37363 -0.5 -0.5 1.1 0.000
O 8.52603 -0.36776 -4.35651 0.6 1.1 0.0 0.000
H 6.33220 -4.66824 -0.93862 -0.1 0.1 -0.7 0.000
C -0.81608 -0.07588 -5.39191 1.1 0.0 -0.7 0.000
H 1.68084 1.34165 -2.05190 -0.1 -0.6 0.2 0.000
H -0.67422 -5.92070 2.35309 -0.6 -0.1 -0.6 0.000
H 0.05514 1.60923 -0.23813 -0.2 -0.1 0.2 0.000
C -1.19207 -0.23760 -7.72182 0.7 0.5 0.3 0.001
H 4.61314 -2.41764 1.56641 0.1 0.5 0.2 0.000
O 4.39078 -1.97958 4.12401 -1.0 0.0 0.9 0.000
H -9.16104 0.13666 2.99215 0.1 0.4 0.0 0.000
O 5.10564 -2.93846 -2.95680 -0.1 -2.0 -0.1 0.000
```
Forces are in eV/Å.

Output
Spin multiplicity: 2
Gap between HOMO and LUMO (alpha / beta) in eV: 6.48 / 2.12
Highest occupied orbital energy (alpha / beta) in Eh: -0.3885 / -0.3885
Maximum force in eV Å⁻¹: 4.00
<S²>: 0.769
Total charge: +1
Energy in Eh: -7822.039515